1.
{
  "formula": "CH3N2PS",
  "method": "ωB97M-V/def2-TZVPD",
  "symbols": ["C", "N", "N", "P", "S", "H", "H", "H"],
  "coordinates": [[3.412, -0.623, 0.109], [4.134, -1.433, 0.510], [-0.702, -0.169, 0.067], [0.594, 0.619, 0.833], [2.030, 1.093, -0.654], [-0.747, -1.221, 0.000], [-1.099, 0.398, -0.718], [-0.229, 1.902, 0.752]],
  "mulliken_charge": [0.1073, -0.3441, -0.5110, 0.1336, 0.0004, 0.2547, 0.2689, 0.0903]
}

=====

2.
{
  "formula": "CH3N2S",
  "method": "ωB97M-V/def2-TZVPD",
  "charge": 1,
  "symbols": ["C", "N", "N", "S", "H", "H", "H"],
  "coordinates": [[-0.149, 0.045, 0.320], [-1.005, -0.731, -0.291], [0.932, 0.577, -0.170], [-1.356, 0.128, 1.572], [-1.186, -1.592, -0.776], [1.511, 0.096, -0.829], [1.252, 1.476, 0.173]],
  "mulliken_charge": [0.5667, -0.2772, -0.2748, 0.1303, 0.3237, 0.2649, 0.2664]
}

=====

| no. | E_HOMO (Eh) | Kohn-Sham gap (eV) |
| --- | --- | --- |
| 1 | -0.373 | 8.0132 |
| 2 | -0.565 | 8.2389 |